{"formula": "C64H144F4N2O8P4S4", "method": "ωB97M-V with the def2-TZVPD basis set", "species": ["C", "C", "C", "C", "P", "C", "C", "C", "C", "C", "C", "C", "C", "C", "C", "C", "C", "H", "H", "H", "H", "H", "H", "H", "H", "H", "H", "H", "H", "H", "H", "H", "H", "H", "H", "H", "H", "H", "H", "H", "H", "H", "H", "H", "H", "H", "H", "H", "H", "H", "H", "H", "H", "C", "C", "C", "C", "P", "C", "C", "C", "C", "C", "C", "C", "C", "C", "C", "C", "C", "H", "H", "H", "H", "H", "H", "H", "H", "H", "H", "H", "H", "H", "H", "H", "H", "H", "H", "H", "H", "H", "H", "H", "H", "H", "H", "H", "H", "H", "H", "H", "H", "H", "H", "H", "H", "C", "C", "C", "C", "P", "C", "C", "C", "C", "C", "C", "C", "C", "C", "C", "C", "C", "H", "H", "H", "H", "H", "H", "H", "H", "H", "H", "H", "H", "H", "H", "H", "H", "H", "H", "H", "H", "H", "H", "H", "H", "H", "H", "H", "H", "H", "H", "H", "H", "H", "H", "H", "H", "C", "C", "C", "C", "P", "C", "C", "C", "C", "C", "C", "C", "C", "C", "C", "C", "C", "H", "H", "H", "H", "H", "H", "H", "H", "H", "H", "H", "H", "H", "H", "H", "H", "H", "H", "H", "H", "H", "H", "H", "H", "H", "H", "H", "H", "H", "H", "H", "H", "H", "H", "H", "H", "N", "S", "O", "O", "F", "S", "O", "O", "F", "N", "S", "O", "O", "F", "S", "O", "O", "F"], "positions_angstrom": [[-11.365, -2.986, 4.329], [-10.296, -2.140, 4.994], [-9.335, -1.435, 3.882], [-8.307, -0.563, 4.606], [-6.791, -0.034, 3.627], [-7.270, 0.319, 1.836], [-6.080, 0.331, 0.793], [-6.722, 0.681, -0.544], [-5.710, 0.578, -1.688], [-5.709, -1.498, 3.651], [-4.200, -1.307, 3.480], [-3.414, -2.592, 4.066], [-3.286, -2.466, 5.519], [-5.882, 1.321, 4.404], [-5.448, 0.906, 5.789], [-4.194, 1.763, 6.206], [-3.856, 1.417, 7.641], [-12.188, -2.485, 3.820], [-11.878, -3.568, 5.095], [-10.900, -3.771, 3.732], [-9.691, -2.781, 5.635], [-10.851, -1.420, 5.597], [-9.999, -0.889, 3.213], [-8.704, -2.111, 3.304], [-7.924, -1.043, 5.506], [-8.825, 0.333, 4.950], [-7.872, 1.225, 1.766], [-8.065, -0.383, 1.586], [-5.486, -0.578, 0.698], [-5.455, 1.141, 1.168], [-7.171, 1.674, -0.520], [-7.565, 0.077, -0.882], [-4.907, 1.226, -1.336], [-6.057, 1.070, -2.597], [-5.194, -0.370, -1.843], [-6.117, -2.222, 2.946], [-5.866, -2.007, 4.602], [-3.837, -0.371, 3.903], [-4.192, -1.243, 2.392], [-2.474, -2.599, 3.515], [-3.918, -3.537, 3.862], [-3.070, -3.474, 5.875], [-4.222, -2.301, 6.053], [-2.511, -1.751, 5.791], [-6.403, 2.278, 4.404], [-5.024, 1.611, 3.797], [-5.076, -0.107, 5.941], [-6.270, 1.103, 6.478], [-4.295, 2.835, 6.039], [-3.347, 1.395, 5.626], [-3.075, 2.090, 7.995], [-3.417, 0.421, 7.699], [-4.767, 1.553, 8.224], [9.891, -8.136, 0.362], [8.893, -7.008, 0.744], [7.861, -7.308, 1.953], [6.880, -6.177, 2.380], [5.204, -6.147, 1.487], [4.230, -7.677, 1.772], [2.818, -7.733, 1.281], [2.277, -9.071, 1.553], [2.834, -10.254, 0.715], [4.168, -4.675, 1.843], [4.551, -3.311, 1.215], [5.956, -2.728, 1.463], [6.314, -1.430, 0.802], [5.603, -6.166, -0.325], [4.501, -6.029, -1.485], [5.189, -5.617, -2.831], [4.073, -5.479, -3.961], [9.538, -9.165, 0.435], [10.869, -8.067, 0.839], [10.235, -7.880, -0.640], [8.301, -6.784, -0.143], [9.440, -6.125, 1.074], [8.503, -7.546, 2.800], [7.320, -8.227, 1.728], [7.278, -5.173, 2.235], [6.648, -6.371, 3.428], [4.309, -7.684, 2.860], [4.859, -8.535, 1.533], [2.821, -7.400, 0.244], [2.268, -6.990, 1.860], [1.215, -8.977, 1.323], [2.399, -9.324, 2.606], [2.062, -11.006, 0.550], [3.680, -10.757, 1.183], [3.225, -9.959, -0.259], [4.203, -4.591, 2.929], [3.132, -4.926, 1.616], [3.761, -2.602, 1.467], [4.475, -3.381, 0.130], [6.726, -3.401, 1.086], [6.107, -2.589, 2.534], [5.795, -0.563, 1.210], [6.169, -1.462, -0.278], [7.360, -1.157, 0.936], [5.983, -7.184, -0.409], [6.342, -5.405, -0.578], [3.800, -5.261, -1.156], [3.974, -6.980, -1.558], [5.982, -6.319, -3.090], [5.682, -4.655, -2.698], [3.888, -6.528, -4.194], [4.541, -4.966, -4.801], [3.149, -5.016, -3.616], [-0.863, 6.797, -4.555], [-1.573, 5.709, -5.391], [-0.618, 4.949, -6.285], [-1.278, 3.561, -6.659], [-0.291, 2.416, -7.599], [1.383, 2.151, -6.836], [2.056, 0.801, -7.116], [3.435, 0.721, -6.554], [3.407, 0.571, -5.047], [-1.225, 0.802, -7.698], [-2.397, 0.760, -8.624], [-3.163, -0.532, -8.689], [-3.507, -1.209, -7.392], [-0.043, 3.108, -9.282], [1.231, 4.079, -9.408], [2.436, 3.390, -10.179], [3.680, 4.229, -10.315], [-0.008, 6.449, -3.975], [-1.602, 7.117, -3.820], [-0.590, 7.665, -5.156], [-2.337, 6.157, -6.026], [-1.874, 4.957, -4.661], [0.347, 4.761, -5.815], [-0.251, 5.511, -7.144], [-2.278, 3.590, -7.092], [-1.308, 3.119, -5.663], [1.207, 2.322, -5.774], [1.999, 3.015, -7.084], [2.216, 0.680, -8.187], [1.422, 0.014, -6.709], [4.170, 1.508, -6.721], [3.799, -0.275, -6.808], [3.311, 1.579, -4.644], [4.414, 0.236, -4.797], [2.664, -0.151, -4.709], [-1.477, 0.500, -6.682], [-0.428, 0.128, -8.009], [-1.891, 0.939, -9.572], [-3.059, 1.598, -8.409], [-2.654, -1.298, -9.274], [-3.990, -0.272, -9.350], [-4.236, -0.650, -6.806], [-2.619, -1.229, -6.759], [-3.900, -2.224, -7.458], [-0.896, 3.786, -9.320], [-0.080, 2.298, -10.011], [1.574, 4.554, -8.489], [0.818, 4.873, -10.029], [2.114, 3.191, -11.201], [2.726, 2.417, -9.781], [4.512, 3.758, -10.839], [4.007, 4.497, -9.310], [3.429, 5.141, -10.856], [2.650, 1.787, 6.294], [1.990, 1.932, 4.884], [1.455, 3.312, 4.568], [2.329, 4.251, 3.678], [2.017, 6.016, 3.618], [0.337, 6.228, 2.719], [-0.870, 6.069, 3.654], [-2.282, 6.097, 2.982], [-2.506, 7.273, 2.094], [3.374, 6.730, 2.528], [3.464, 6.273, 1.077], [4.544, 5.247, 0.684], [4.818, 5.038, -0.766], [2.023, 6.716, 5.302], [3.177, 6.208, 6.171], [2.817, 6.259, 7.676], [2.751, 4.910, 8.346], [1.883, 2.028, 7.030], [3.510, 2.456, 6.316], [3.100, 0.823, 6.533], [1.222, 1.160, 4.830], [2.783, 1.690, 4.176], [1.135, 3.841, 5.466], [0.575, 3.200, 3.935], [2.402, 3.946, 2.634], [3.345, 4.233, 4.072], [0.273, 5.576, 1.848], [0.262, 7.230, 2.297], [-0.833, 6.895, 4.364], [-0.881, 5.146, 4.234], [-3.007, 6.152, 3.794], [-2.623, 5.173, 2.515], [-3.565, 7.439, 1.898], [-2.109, 7.225, 1.080], [-2.211, 8.215, 2.556], [4.264, 6.569, 3.136], [3.183, 7.802, 2.481], [3.583, 7.148, 0.438], [2.495, 5.908, 0.737], [4.411, 4.319, 1.240], [5.468, 5.463, 1.221], [5.180, 5.921, -1.292], [3.877, 4.770, -1.246], [5.603, 4.283, -0.818], [1.086, 6.286, 5.654], [1.934, 7.802, 5.310], [3.941, 6.964, 5.989], [3.722, 5.317, 5.858], [1.797, 6.643, 7.660], [3.528, 6.877, 8.225], [1.895, 4.369, 7.943], [2.773, 5.062, 9.426], [3.695, 4.393, 8.178], [-0.867, 0.077, -2.656], [-0.395, 0.856, -1.266], [0.962, 1.128, -0.987], [-1.163, 0.683, -0.029], [-0.849, 2.311, -1.729], [-1.018, -1.311, -2.164], [-2.353, -1.848, -1.898], [0.018, -1.714, -1.223], [-0.485, -2.115, -3.537], [-7.066, -6.957, -1.754], [-7.193, -5.259, -1.922], [-6.532, -4.630, -2.998], [-7.498, -4.447, -0.721], [-8.668, -5.227, -2.606], [-5.709, -6.804, -1.145], [-5.772, -6.643, 0.354], [-4.482, -6.293, -1.851], [-5.446, -8.456, -1.304]], "mulliken_charge": [-1.395, -0.463, -0.862, -0.985, 0.831, -1.284, -0.355, -0.619, -1.438, -1.719, -0.383, -0.738, -1.043, -1.383, -0.371, -0.476, -1.337, 0.350, 0.407, 0.344, 0.374, 0.322, 0.356, 0.542, 0.559, 0.597, 0.693, 0.581, 0.284, 0.318, 0.388, 0.415, 0.300, 0.390, 0.407, 0.804, 0.731, 0.192, 0.409, 0.447, 0.348, 0.416, 0.301, 0.199, 0.793, 0.518, -0.044, 0.608, 0.398, 0.246, 0.404, 0.286, 0.342, -1.336, -0.076, -0.904, -0.520, 0.567, -0.995, -0.202, -0.791, -1.204, -0.869, -0.795, 0.086, -1.583, -1.216, -0.825, -0.677, -1.217, 0.347, 0.353, 0.365, 0.083, 0.327, 0.517, 0.254, 0.314, 0.465, 0.576, 0.515, 0.201, 0.301, 0.438, 0.340, 0.358, 0.336, 0.288, 0.550, 0.522, 0.638, 0.092, 0.053, 0.326, 0.343, 0.328, 0.426, 0.593, 0.688, 0.365, 0.433, 0.352, 0.427, 0.326, 0.358, 0.361, -1.419, -0.278, -0.604, -1.318, 1.028, -0.962, -0.854, -0.626, -1.338, -1.071, -0.557, -0.641, -1.191, -0.985, -0.836, -0.350, -1.469, 0.356, 0.398, 0.356, 0.317, 0.377, 0.366, 0.380, 0.493, 0.610, 0.597, 0.670, 0.366, 0.387, 0.321, 0.392, 0.290, 0.426, 0.351, 0.605, 0.524, 0.211, 0.367, 0.316, 0.402, 0.312, 0.254, 0.411, 0.445, 0.635, 0.352, 0.559, 0.415, 0.147, 0.401, 0.323, 0.342, -1.113, -0.773, -0.363, -1.312, 0.570, -0.858, -0.685, -0.526, -1.358, -0.983, -0.706, -0.459, -1.340, -1.234, -0.592, -0.639, -1.060, 0.279, 0.204, 0.423, 0.394, 0.337, 0.312, 0.293, 0.755, 0.616, 0.685, 0.575, 0.372, 0.121, 0.361, 0.356, 0.408, 0.305, 0.342, 0.593, 0.426, 0.576, 0.225, 0.310, 0.392, 0.343, 0.311, 0.363, 0.705, 0.579, 0.402, 0.529, 0.263, 0.416, 0.187, 0.409, 0.273, 0.009, 0.766, -0.574, -0.496, -0.246, 1.026, -0.522, -0.623, -0.352, -0.231, 1.043, -0.517, -0.519, -0.323, 1.066, -0.608, -0.548, -0.365], "molar_mass_da": 1398.02, "charge": 2, "lumo_ev": -3.22, "max_force_ha_per_bohr": 0.2215, "gap_ev": 6.87, "spin_multiplicity": 1}